C23H49N2O2P3W | ωB97M-V with the def2-TZVPD basis set

Its expectation value of S² is 2.47. Its HOMO energy (spin up / spin down) is -18.6 / -18.6 eV. The energy above the lowest of the compared OMol25 structures with the same formula, charge and spin is 3.533 eV. Its multiplicity is 3. The charge is +4. The LUMO energy (spin up / spin down) is -14.03 / -13.89 eV. The orbital gap (spin up / spin down) comes out at 4.53 / 4.69 eV.

Each line ends with the Löwdin spin population.
Atoms and positions in Å:
W (0.500, -0.610, -0.698)  0.870
P (-1.289, -2.003, -0.474)  0.021
P (1.952, -2.111, -1.572)  0.009
P (-1.038, 1.310, -0.886)  0.018
H (4.071, 0.158, -3.783)  0.001
C (3.072, 0.420, -3.320)  -0.002
C (3.216, 1.745, -2.724)  -0.010
H (3.621, 1.673, -1.703)  -0.002
C (-2.037, -2.607, -2.062)  0.018
C (-0.964, -3.580, 0.461)  -0.030
C (-2.789, -1.562, 0.508)  0.025
C (3.759, -2.141, -1.811)  -0.006
C (1.942, -2.117, 0.383)  0.071
C (1.438, -3.800, -2.128)  -0.001
C (-0.239, 2.917, -1.102)  0.003
C (-2.239, 1.743, 0.457)  0.005
C (-2.174, 1.202, -2.352)  0.003
H (2.252, 0.196, -4.005)  -0.001
H (3.957, 2.324, -3.326)  -0.003
H (-2.779, -3.387, -1.816)  0.002
H (-1.277, -3.031, -2.733)  0.000
H (-2.538, -1.770, -2.569)  0.001
H (-1.853, -4.231, 0.405)  -0.004
H (-0.779, -3.309, 1.511)  0.001
H (-0.094, -4.139, 0.096)  0.000
H (-3.423, -2.455, 0.650)  0.002
H (-3.384, -0.795, 0.000)  0.001
H (-2.520, -1.183, 1.507)  -0.001
H (4.228, -2.152, -0.819)  0.000
H (4.072, -1.235, -2.357)  0.000
H (4.024, -3.026, -2.402)  -0.001
H (1.734, -3.121, 0.758)  -0.003
H (1.189, -1.360, 0.844)  0.032
H (2.938, -1.823, 0.726)  -0.005
H (2.359, -4.355, -2.365)  0.000
H (0.833, -3.701, -3.042)  0.000
H (0.854, -4.351, -1.375)  0.000
H (-0.494, 3.598, -0.280)  0.000
H (-0.527, 3.358, -2.068)  0.000
H (0.843, 2.791, -1.117)  0.001
H (-2.137, 2.818, 0.673)  0.000
H (-2.039, 1.170, 1.374)  0.001
H (-3.267, 1.548, 0.117)  0.000
H (-2.535, 2.216, -2.591)  0.000
H (-3.034, 0.550, -2.128)  0.000
H (-1.641, 0.804, -3.228)  0.002
C (1.335, 2.940, -3.790)  -0.003
C (0.518, 1.981, -4.390)  -0.003
C (-0.243, 2.341, -5.499)  0.000
C (-0.310, 3.680, -5.887)  -0.004
C (0.529, 4.626, -5.300)  -0.003
C (1.363, 4.269, -4.252)  0.000
O (2.035, 2.608, -2.635)  -0.005
H (1.464, 0.689, -1.643)  -0.005
H (0.414, 1.005, -3.880)  0.002
H (-0.776, 1.552, -6.029)  0.000
H (-1.009, 3.987, -6.665)  0.000
H (0.559, 5.634, -5.701)  0.000
H (2.032, 4.981, -3.785)  0.000
C (-0.557, 1.950, 3.730)  0.037
N (-0.546, 0.938, 4.754)  0.296
C (0.523, 0.955, 5.726)  0.032
C (0.114, 0.137, 6.924)  0.009
C (-0.291, -1.245, 6.475)  0.049
N (-1.316, -1.154, 5.464)  0.426
C (-2.060, -2.354, 5.204)  0.054
C (-1.325, -0.170, 4.498)  0.007
O (-2.020, -0.244, 3.468)  -0.043
H (0.001, 2.823, 4.091)  0.001
H (-1.588, 2.254, 3.504)  0.012
H (-0.114, 1.581, 2.788)  0.019
H (1.450, 0.556, 5.276)  0.018
H (0.713, 1.997, 5.999)  0.005
H (-0.714, 0.628, 7.449)  -0.001
H (0.948, 0.070, 7.622)  -0.001
H (-0.695, -1.827, 7.305)  0.008
H (0.594, -1.788, 6.099)  0.029
H (-1.539, -3.036, 4.521)  0.030
H (-2.224, -2.862, 6.151)  0.005
H (-3.027, -2.089, 4.774)  0.011



C23H49N2OP3SeZr | ωB97M-V with the def2-TZVPD basis set

Its HOMO energy (spin up / spin down) is -17.7 / -17.7 eV. Its multiplicity is 1. The charge is +4. The LUMO energy (spin up / spin down) is -13.95 / -13.95 eV. The orbital gap (spin up / spin down) comes out at 3.74 / 3.74 eV.

Each line ends with the Löwdin charge.
Atoms and positions in Å:
Zr (-0.188, -0.630, 0.226)  1.288
P (0.341, 1.816, 1.205)  0.723
P (-2.703, 0.010, -0.656)  0.762
P (2.240, -0.517, -1.096)  0.763
H (-1.374, -3.034, -2.542)  0.106
C (-0.562, -2.768, -1.859)  0.138
C (-0.645, -2.557, -0.444)  -0.283
H (-1.636, -2.622, 0.164)  0.137
C (0.580, 3.269, 0.127)  -0.221
C (-0.964, 2.372, 2.358)  -0.228
C (1.842, 1.785, 2.270)  -0.219
C (-3.378, -0.679, -2.214)  -0.218
C (-4.105, -0.574, 0.369)  -0.241
C (-3.061, 1.779, -0.832)  -0.231
C (2.446, -1.453, -2.650)  -0.212
C (3.696, -1.175, -0.189)  -0.237
C (2.902, 1.113, -1.597)  -0.239
H (0.417, -3.019, -2.315)  0.076
H (0.352, -2.572, 0.139)  0.065
H (0.764, 4.177, 0.726)  0.090
H (-0.319, 3.430, -0.490)  0.052
H (1.424, 3.123, -0.565)  0.034
H (-0.790, 3.423, 2.625)  0.090
H (-0.923, 1.777, 3.276)  0.045
H (-1.958, 2.271, 1.902)  0.035
H (2.061, 2.796, 2.639)  0.087
H (2.714, 1.403, 1.716)  0.039
H (1.676, 1.130, 3.140)  0.046
H (-4.477, -0.734, -2.160)  0.087
H (-2.963, -1.682, -2.362)  0.030
H (-3.135, -0.066, -3.090)  0.031
H (-5.052, -0.384, -0.162)  0.085
H (-4.159, -0.099, 1.352)  0.051
H (-4.019, -1.655, 0.536)  0.059
H (-4.142, 1.934, -0.769)  0.089
H (-2.701, 2.141, -1.798)  0.032
H (-2.577, 2.395, -0.068)  0.021
H (3.495, -1.761, -2.772)  0.091
H (2.133, -0.852, -3.513)  0.056
H (1.829, -2.350, -2.594)  0.006
H (4.575, -1.102, -0.844)  0.083
H (3.531, -2.227, 0.072)  0.059
H (3.881, -0.609, 0.733)  0.043
H (3.895, 0.958, -2.045)  0.091
H (3.003, 1.774, -0.725)  0.036
H (2.227, 1.568, -2.337)  0.022
C (0.375, 0.732, -5.228)  -0.622
C (0.043, -0.633, -5.442)  -0.154
C (0.431, -1.239, -6.659)  -0.050
C (1.221, -0.532, -7.570)  -0.035
C (1.643, 0.766, -7.293)  -0.032
C (1.241, 1.386, -6.115)  -0.111
Se (-0.486, 1.716, -3.837)  0.901
H (-1.578, 0.677, -3.749)  -0.150
H (-0.563, -1.199, -4.732)  0.073
H (0.085, -2.257, -6.879)  0.123
H (1.506, -1.008, -8.508)  0.130
H (2.289, 1.289, -7.982)  0.127
H (1.495, 2.416, -5.891)  0.110
C (-2.420, -0.961, 3.386)  0.002
N (-1.199, -1.449, 4.011)  -0.048
C (-1.100, -1.270, 5.459)  -0.098
C (-0.002, -2.186, 5.940)  -0.121
C (1.293, -1.964, 5.194)  -0.095
N (1.032, -2.039, 3.747)  -0.036
C (2.172, -2.125, 2.841)  0.006
C (-0.130, -1.645, 3.254)  -0.375
O (-0.215, -1.380, 1.979)  -0.271
H (-2.684, -1.572, 2.516)  0.076
H (-2.266, 0.072, 3.033)  0.072
H (-3.235, -0.988, 4.143)  0.139
H (-0.870, -0.197, 5.667)  0.160
H (-2.076, -1.585, 5.888)  0.158
H (-0.300, -3.228, 5.760)  0.147
H (0.173, -2.028, 7.014)  0.154
H (2.024, -2.750, 5.415)  0.150
H (1.770, -0.999, 5.433)  0.152
H (2.550, -1.129, 2.531)  0.079
H (2.973, -2.647, 3.373)  0.128
H (1.906, -2.696, 1.932)  0.090



C23H49O16PS5 | ωB97M-V with the def2-TZVPD basis set

Its HOMO energy is -9.2 eV. Its multiplicity is 1. The charge is 0. The LUMO energy is 0.41 eV. Its SMILES is COCO[P@@](=O)(OC)OO.O=S1(=O)CCCC1.O=S1(=O)CCCC1.O=S1(=O)CCCC1.O=S1(=O)CCCC1.O=S1(=O)CCCC1. The orbital gap comes out at 9.63 eV.

Each line ends with the Löwdin charge.
Atoms and positions in Å:
C (-2.151, 4.870, 3.419)  -0.113
O (-1.049, 5.104, 4.304)  -0.134
C (0.026, 4.198, 4.121)  -0.262
O (-0.172, 3.291, 3.016)  -0.198
P (1.166, 2.360, 2.687)  0.645
O (2.381, 2.648, 3.542)  -0.253
O (0.677, 0.763, 2.840)  -0.245
C (0.189, 0.602, 4.211)  -0.095
O (1.580, 2.498, 1.031)  -0.188
O (0.898, 1.471, 0.342)  -0.080
H (-2.899, 5.688, 3.618)  0.058
H (-2.695, 3.912, 3.626)  0.102
H (-1.883, 4.972, 2.335)  0.095
H (0.174, 3.587, 5.046)  0.114
H (0.966, 4.797, 4.014)  0.134
H (-0.090, -0.461, 4.379)  0.099
H (1.060, 0.818, 4.877)  0.066
H (-0.689, 1.249, 4.424)  0.093
H (0.068, 1.817, -0.032)  0.118
O (-0.375, -0.304, -3.179)  -0.327
S (0.157, -1.533, -2.633)  0.669
O (-0.684, -2.507, -1.975)  -0.331
C (1.108, -2.352, -3.904)  -0.237
C (2.512, -1.780, -3.753)  -0.213
C (2.783, -1.738, -2.246)  -0.203
C (1.544, -1.136, -1.574)  -0.218
H (0.668, -2.157, -4.881)  0.084
H (1.096, -3.424, -3.692)  0.101
H (3.250, -2.386, -4.280)  0.117
H (2.549, -0.767, -4.164)  0.119
H (2.944, -2.755, -1.877)  0.108
H (3.677, -1.159, -2.013)  0.117
H (1.376, -1.561, -0.586)  0.112
H (1.614, -0.051, -1.505)  0.088
O (2.141, 4.049, 6.301)  -0.316
S (2.673, 2.853, 6.906)  0.671
O (1.928, 1.614, 6.946)  -0.330
C (4.289, 2.539, 6.220)  -0.231
C (5.238, 3.320, 7.123)  -0.221
C (4.751, 3.073, 8.554)  -0.219
C (3.231, 3.260, 8.560)  -0.222
H (4.317, 2.861, 5.181)  0.094
H (4.476, 1.466, 6.286)  0.113
H (6.272, 3.002, 6.986)  0.115
H (5.178, 4.387, 6.892)  0.120
H (4.998, 2.050, 8.851)  0.116
H (5.232, 3.744, 9.267)  0.113
H (2.744, 2.599, 9.276)  0.102
H (2.954, 4.294, 8.762)  0.105
O (2.090, -5.428, -1.754)  -0.334
S (1.317, -6.559, -1.289)  0.672
O (1.367, -7.011, 0.081)  -0.327
C (-0.388, -6.308, -1.754)  -0.222
C (-0.491, -6.919, -3.147)  -0.227
C (0.290, -8.233, -3.085)  -0.209
C (1.621, -7.944, -2.384)  -0.218
H (-0.627, -5.245, -1.730)  0.093
H (-1.010, -6.849, -1.039)  0.109
H (-1.530, -7.079, -3.438)  0.123
H (-0.034, -6.254, -3.882)  0.074
H (-0.278, -8.967, -2.507)  0.117
H (0.452, -8.653, -4.078)  0.113
H (1.963, -8.795, -1.799)  0.102
H (2.392, -7.648, -3.095)  0.105
O (-4.647, 6.074, 3.176)  -0.339
S (-5.449, 7.138, 2.613)  0.691
O (-5.756, 8.338, 3.355)  -0.316
C (-4.756, 7.592, 1.032)  -0.227
C (-5.445, 6.665, 0.038)  -0.222
C (-6.919, 6.632, 0.452)  -0.217
C (-6.965, 6.432, 1.970)  -0.220
H (-3.674, 7.473, 1.054)  0.109
H (-5.015, 8.635, 0.843)  0.109
H (-5.320, 7.014, -0.987)  0.116
H (-5.020, 5.660, 0.107)  0.120
H (-7.392, 7.584, 0.192)  0.118
H (-7.467, 5.844, -0.065)  0.115
H (-7.816, 6.941, 2.421)  0.104
H (-6.982, 5.375, 2.235)  0.106
O (0.624, -6.215, -5.941)  -0.328
S (-0.324, -5.886, -6.981)  0.674
O (-1.449, -6.735, -7.292)  -0.318
C (-0.913, -4.224, -6.702)  -0.224
C (0.082, -3.343, -7.446)  -0.229
C (0.341, -4.044, -8.784)  -0.211
C (0.581, -5.527, -8.485)  -0.219
H (-0.954, -4.019, -5.632)  0.100
H (-1.910, -4.146, -7.137)  0.113
H (-0.305, -2.333, -7.587)  0.121
H (1.015, -3.272, -6.881)  0.108
H (-0.536, -3.935, -9.427)  0.119
H (1.189, -3.607, -9.311)  0.116
H (0.214, -6.166, -9.286)  0.105
H (1.635, -5.733, -8.299)  0.106



Looking at energy for the records above, in order, we have -2255.12927 -4561.56514 -4441.79068 Eh.